20
Properties=species:S:1:pos:R:3 method="wB97M-V/def2-TZVPD" fmax_ev_per_a=6.2 relative_energy_ev=0.736 spin_multiplicity=3 orbital_gap_ha="0.23088 / 0.27419" total_charge=+2 e_homo_ev="-14.62 / -19.05"
C 1.755 -1.441 -0.044
C -1.900 0.503 1.287
C 0.234 -0.172 -1.388
C -0.152 0.696 -0.176
C 0.305 -0.079 1.113
N 1.312 -0.995 1.034
N -0.913 -0.195 1.845
N 1.137 -1.087 -1.272
N -1.605 0.883 0.061
N -0.425 0.142 -2.493
O 1.238 1.199 1.964
H 2.543 -2.123 0.048
H -2.756 0.571 1.918
H 0.417 1.572 -0.357
H -0.749 -0.581 2.753
H 1.269 -1.489 -2.197
H -2.363 1.069 -0.569
H -0.749 1.031 -2.794
H -0.365 -0.352 -3.359
H 1.767 0.849 2.624

---

21
Properties=species:S:1:pos:R:3 method="wB97M-V/def2-TZVPD" fmax_ev_per_a=2.5 relative_energy_ev=3.377 orbital_gap_ha=0.36541 e_homo_ev=-9.54
H 4.299 0.054 1.629
N 3.552 0.482 1.093
C 2.482 0.369 1.768
N 2.240 -0.170 3.051
C 0.976 -0.054 3.220
N 0.215 0.416 2.092
O 1.311 0.828 1.249
H 0.463 -0.302 4.142
H -0.307 1.292 2.312
N -0.397 -1.655 -1.737
C -0.882 -0.278 -2.011
C -0.955 0.703 -0.854
N -2.139 1.010 -0.499
O -3.053 0.319 -1.286
C -2.334 -0.164 -2.424
H -0.514 -1.814 -0.744
H 0.606 -1.704 -1.906
H -0.238 0.138 -2.793
H -0.096 1.120 -0.318
H -2.794 -1.134 -2.724
H -2.434 0.546 -3.259

---

16
Properties=species:S:1:pos:R:3 method="wB97M-V/def2-TZVPD" fmax_ev_per_a=0.9 relative_energy_ev=6.926 orbital_gap_ha="0.25267 / 0.33229" e_homo_ev="-6.96 / -8.49"
C -1.995 -0.603 -0.058
C -1.349 0.573 0.429
N 0.433 0.522 1.692
C 0.198 0.856 0.367
C 0.871 0.073 -0.752
C 2.197 -0.499 -0.527
O 1.033 -1.325 -0.540
H -1.994 0.734 -0.609
H -2.872 -1.037 0.434
H -1.555 -1.197 -0.858
H -1.870 1.134 1.198
H 0.436 -0.503 1.734
H 0.351 1.928 0.175
H 0.581 0.343 -1.775
H 2.884 -0.641 -1.363
H 2.652 -0.357 0.454